Density functional theory data (the ωB97M-V functional and the def2-TZVPD basis) for C16H34CeNO2P2Si as an isolated structure.

Last column: Löwdin spin population.
CARTESIAN COORDINATES (ANGSTROEM)
1 C -1.434 3.868 -1.622  0.00
2 C -0.774 2.924 -0.811  0.00
3 N -0.367 1.717 -1.360  0.00
4 C -0.546 1.489 -2.685  0.00
5 C -1.190 2.411 -3.517  0.00
6 C -1.667 3.589 -2.949  0.00
7 C -0.514 3.252 0.553  0.00
8 P 0.676 2.461 1.576  0.00
9 Ce 0.531 -0.086 0.220  1.01
10 P -0.360 -1.370 -2.213  0.00
11 C -0.093 0.171 -3.302  0.00
12 O -4.885 3.783 1.566  0.00
13 O -4.231 0.263 3.037  0.00
14 H -1.821 4.768 -1.152  0.00
15 H -1.304 2.218 -4.589  0.00
16 H -2.210 4.296 -3.554  0.00
17 C 2.230 3.464 1.746  0.00
18 C -0.106 2.728 3.194  0.00
19 H -0.677 -0.035 -4.222  0.00
20 H 0.988 0.200 -3.559  0.00
21 H -5.248 4.658 1.532  0.00
22 H -0.625 4.337 0.758  0.00
23 C 0.604 -2.594 -3.148  0.00
24 C -2.068 -1.792 -2.613  0.00
25 H -1.027 -1.676 0.283  0.00
26 H -3.475 -0.363 2.861  0.00
27 H -3.912 0.992 2.489  0.00
28 H -5.111 3.357 0.726  0.00
29 H 2.055 -0.021 -0.697  0.00
30 H -1.168 -2.996 1.414  0.00
31 H 2.081 4.339 2.402  0.00
32 H 3.027 2.835 2.185  0.00
33 H 2.585 3.809 0.762  0.00
34 H 0.003 3.773 3.504  0.00
35 H -1.170 2.502 3.066  0.00
36 H 0.339 2.054 3.931  0.00
37 H -2.109 -2.313 -3.573  0.00
38 H -2.425 -2.462 -1.825  0.00
39 H -2.703 -0.901 -2.641  0.00
40 H -0.030 -3.038 -3.923  0.00
41 H 1.490 -2.133 -3.602  0.00
42 H 0.913 -3.369 -2.438  0.00
43 C 1.607 -4.954 1.563  0.00
44 Si 2.298 -3.213 1.419  0.00
45 C 3.065 -2.738 3.022  0.00
46 C 3.432 -3.026 -0.060  0.00
47 C 0.804 -2.133 1.350  0.00
48 C -0.500 -2.227 1.105  0.00
49 H 2.449 -5.551 1.939  0.00
50 H 1.231 -5.354 0.607  0.00
51 H 0.774 -4.958 2.286  0.00
52 H 3.636 -3.619 3.327  0.00
53 H 3.690 -1.856 2.876  0.00
54 H 2.259 -2.503 3.723  0.00
55 H 2.890 -3.116 -1.016  0.00
56 H 3.904 -2.034 -0.013  0.00
57 H 4.186 -3.828 0.062  0.00

As for the total energy: -62108.7820 eV. Its frontier orbital gap (alpha / beta) is 6.64 / 6.64 eV. As for the multiplicity: 2. As for the energy above the lowest of the compared OMol25 structures with the same formula, charge and spin: 25.3 kJ/mol. The calculation puts the lowest unoccupied orbital energy (alpha / beta) at 0.18 / 0.18 eV. As for the charge: 0. For the HOMO energy (alpha / beta), the calculation gives -0.2373 / -0.2374 hartree.

---

Density functional theory data (the ωB97M-V functional and the def2-TZVPD basis) for a 7-piece molecular cluster, C16H34Cl12O2 overall.

Last column: natural (NBO) charge in e.
CARTESIAN COORDINATES (ANGSTROEM)
1 C -0.714 0.288 0.067  -0.27
2 O 0.530 -0.432 -0.108  -0.56
3 C 0.706 -1.594 0.659  -0.10
4 C 2.195 -1.885 0.648  -0.11
5 O 2.673 -1.977 -0.700  -0.57
6 C 3.927 -2.697 -0.781  -0.26
7 H -1.614 -0.258 -0.216  0.18
8 H -0.589 1.225 -0.475  0.18
9 H -0.806 0.644 1.093  0.19
10 H 0.198 -2.351 0.062  0.16
11 H 0.384 -1.678 1.697  0.19
12 H 2.412 -2.770 1.247  0.17
13 H 2.800 -1.130 1.149  0.18
14 H 4.656 -2.036 -0.313  0.17
15 H 4.197 -2.876 -1.821  0.19
16 H 3.919 -3.630 -0.216  0.17
17 Cl -0.931 -5.293 2.648  -0.04
18 C -2.466 -4.473 2.642  -0.43
19 C -2.515 -3.232 3.367  -0.39
20 Cl -2.146 -3.325 5.112  -0.09
21 H -3.286 -5.088 3.012  0.22
22 H -2.580 -4.143 1.609  0.23
23 H -3.472 -2.710 3.365  0.24
24 H -1.774 -2.538 2.969  0.23
25 Cl -2.780 0.359 3.154  -0.07
26 C -1.980 0.613 4.702  -0.45
27 C -0.502 0.533 4.779  -0.56
28 Cl 0.260 -1.018 4.473  -0.09
29 H -2.453 -0.011 5.460  0.21
30 H -2.183 1.650 4.968  0.22
31 H -0.334 0.811 5.820  0.22
32 H -0.212 1.305 4.066  0.22
33 Cl 3.217 3.271 -3.091  -0.04
34 C 2.228 1.881 -3.222  -0.44
35 C 2.874 0.632 -2.661  -0.40
36 Cl 4.268 0.091 -3.619  -0.10
37 H 1.835 1.884 -4.238  0.22
38 H 1.334 1.980 -2.606  0.22
39 H 2.347 -0.310 -2.515  0.25
40 H 3.299 1.021 -1.736  0.22
41 Cl 2.511 -2.016 -6.327  -0.06
42 C 2.432 -2.921 -4.780  -0.39
43 C 1.137 -2.707 -3.895  -0.40
44 Cl -0.230 -3.612 -4.675  -0.07
45 H 3.335 -2.650 -4.232  0.23
46 H 2.610 -3.970 -5.017  0.22
47 H 0.958 -1.632 -3.872  0.22
48 H 1.305 -2.865 -2.830  0.25
49 Cl -0.863 4.912 -1.105  -0.12
50 C 0.618 4.075 -0.457  -0.41
51 C 0.783 4.357 1.058  -0.64
52 Cl -0.606 3.680 1.916  -0.14
53 H 1.408 4.468 -1.097  0.23
54 H 0.497 3.013 -0.670  0.21
55 H 1.023 5.416 1.152  0.22
56 H 1.681 3.971 1.542  0.22
57 Cl -4.542 1.416 -0.731  -0.10
58 C -3.850 3.066 -0.603  -0.39
59 C -4.833 4.034 -1.262  -0.45
60 Cl -6.232 4.265 -0.327  -0.03
61 H -2.862 3.067 -1.062  0.23
62 H -3.661 3.214 0.460  0.24
63 H -5.228 3.708 -2.224  0.22
64 H -4.313 4.980 -1.412  0.22

As for the total energy: -171505.6895 eV. Its frontier orbital gap (alpha / beta) is 1.65 / 9.87 eV. As for the multiplicity: 2. The calculation puts the lowest unoccupied orbital energy (alpha / beta) at 2.14 / 2.07 eV. As for the charge: -1. For the HOMO energy (alpha / beta), the calculation gives 0.0181 / -0.2867 hartree.

---

Density functional theory data (the ωB97M-V functional and the def2-TZVPD basis) for C16H34FInN3O2 as an isolated structure.

Last column: Löwdin charge in e.
CARTESIAN COORDINATES (ANGSTROEM)
1 C 0.178 -1.095 2.335  -0.13
2 C 0.391 0.405 2.079  -0.30
3 C -0.160 0.873 0.716  -0.42
4 F 0.867 1.379 -0.111  -0.15
5 In -1.823 2.372 1.116  0.46
6 C -3.581 1.046 1.687  -0.34
7 C -4.157 1.228 2.929  -0.14
8 C -5.200 0.400 3.303  -0.11
9 C -5.570 -0.542 2.386  -0.13
10 C -4.983 -0.652 1.157  -0.17
11 N -3.975 0.141 0.782  0.02
12 H 0.609 -1.661 1.502  0.06
13 H 0.672 -1.366 3.272  0.06
14 H -0.883 -1.357 2.353  0.06
15 H 1.456 0.659 2.131  0.09
16 H -0.109 0.941 2.892  0.06
17 H -0.663 0.011 0.256  0.05
18 H -2.155 3.158 -0.461  -0.13
19 H -1.392 3.531 2.395  -0.12
20 H -3.810 1.991 3.614  0.08
21 H -5.676 0.471 4.274  0.10
22 H -6.368 -1.237 2.640  0.09
23 H -5.304 -1.415 0.453  0.10
24 C 4.076 1.685 0.218  -0.07
25 C 5.246 2.108 1.101  -0.43
26 C 6.607 1.594 0.605  -0.22
27 O 6.854 0.224 0.867  -0.20
28 C 6.285 -0.675 -0.066  -0.11
29 N 4.977 1.692 2.482  0.04
30 H 3.804 0.639 0.359  0.06
31 H 3.190 2.273 0.449  0.07
32 H 4.309 1.838 -0.839  0.08
33 H 5.289 3.202 1.081  0.13
34 H 7.390 2.138 1.143  0.12
35 H 6.748 1.813 -0.462  0.12
36 H 6.279 -0.261 -1.078  0.09
37 H 5.270 -0.952 0.226  0.08
38 H 6.891 -1.582 -0.065  0.08
39 H 5.708 2.060 3.086  0.07
40 H 5.106 0.685 2.528  0.07
41 C -1.780 -0.518 -4.225  -0.08
42 C -1.929 -0.795 -2.731  -0.43
43 C -2.008 -2.292 -2.393  -0.20
44 O -3.260 -2.903 -2.668  -0.19
45 C -3.447 -3.300 -4.009  -0.12
46 N -3.080 -0.053 -2.222  0.06
47 H -2.718 -0.656 -4.766  0.06
48 H -1.467 0.514 -4.384  0.07
49 H -1.025 -1.169 -4.677  0.07
50 H -1.034 -0.402 -2.237  0.13
51 H -1.865 -2.398 -1.314  0.12
52 H -1.196 -2.855 -2.876  0.11
53 H -2.512 -3.640 -4.467  0.09
54 H -3.877 -2.489 -4.602  0.07
55 H -4.158 -4.129 -4.015  0.08
56 H -3.116 -0.149 -1.203  0.03
57 H -3.919 -0.528 -2.547  0.06

As for the total energy: -33597.5091 eV. Its frontier orbital gap is 6.75 eV. The calculation puts the lowest unoccupied orbital energy at 2.65 eV. As for the charge: -1. For the HOMO energy, the calculation gives -0.1507 hartree.

---

Density functional theory data (the ωB97M-V functional and the def2-TZVPD basis) for C16H34MoO3P2S as an isolated structure.

Last column: natural (NBO) charge in e.
CARTESIAN COORDINATES (ANGSTROEM)
1 P -0.135 -2.074 -1.946  1.58
2 P 0.241 1.751 -2.087  1.38
3 C -0.514 -0.735 -3.162  -0.74
4 C 0.446 0.476 -3.341  -0.79
5 H -1.539 -0.371 -2.990  0.27
6 H -0.547 -1.227 -4.148  0.29
7 H 1.507 0.191 -3.382  0.26
8 H 0.227 1.038 -4.265  0.29
9 C -1.256 2.651 -2.594  -0.99
10 H -1.516 3.402 -1.835  0.29
11 H -2.116 1.980 -2.732  0.26
12 H -1.031 3.155 -3.544  0.27
13 C 1.588 2.934 -2.148  -1.00
14 H 1.394 3.606 -3.003  0.28
15 H 2.544 2.403 -2.293  0.27
16 H 1.606 3.514 -1.211  0.30
17 C -1.122 -3.432 -2.620  -0.96
18 H -1.104 -4.296 -1.933  0.28
19 H -0.672 -3.730 -3.585  0.29
20 H -2.160 -3.104 -2.809  0.29
21 C 1.586 -2.474 -2.343  -0.97
22 H 2.213 -1.575 -2.451  0.27
23 H 1.581 -3.022 -3.299  0.30
24 H 2.012 -3.130 -1.569  0.28
25 Mo 0.282 -2.982 1.458  0.92
26 C 0.405 2.133 0.987  -0.15
27 C -0.878 1.843 0.753  -0.19
28 C -1.425 0.811 -0.191  -0.37
29 C -1.714 -0.630 0.233  -0.44
30 C -0.578 -1.542 -0.271  -0.55
31 C 0.774 -1.203 0.294  -0.07
32 C 1.576 -0.028 0.070  -0.49
33 C 1.522 1.154 1.073  -0.45
34 C 0.994 -2.174 3.305  -0.84
35 H 0.678 3.145 1.298  0.25
36 H -1.661 2.495 1.173  0.28
37 H -0.600 0.691 -0.987  0.11
38 H -2.324 1.208 -0.700  0.25
39 H -1.813 -0.713 1.327  0.32
40 H -2.680 -0.963 -0.184  0.24
41 H -0.913 -2.605 0.174  0.18
42 H 1.448 -2.241 0.398  0.14
43 H 1.350 0.362 -0.951  0.17
44 H 2.627 -0.368 0.007  0.27
45 H 1.624 0.758 2.098  0.31
46 H 2.444 1.713 0.868  0.23
47 H 1.044 -1.082 3.393  0.30
48 H 2.042 -2.574 3.273  0.23
49 H 0.562 -2.537 4.262  0.27
50 C -1.139 0.852 6.162  -0.89
51 S -0.872 0.988 4.375  2.37
52 O -1.373 -0.259 3.798  -1.08
53 O -1.650 2.179 3.985  -1.01
54 O 0.594 1.161 4.257  -1.05
55 H -0.995 1.830 6.624  0.25
56 H -0.424 0.136 6.581  0.22
57 H -2.160 0.511 6.348  0.23

As for the total energy: -54527.4262 eV. Its frontier orbital gap (alpha / beta) is 4.31 / 3.78 eV. As for the multiplicity: 3. The calculation puts the lowest unoccupied orbital energy (alpha / beta) at -8.23 / -8.76 eV. As for the charge: +2. For the HOMO energy (alpha / beta), the calculation gives -0.4605 / -0.4606 hartree.